Entry 1:
Here is the molecule C6H10OS from the OMol25 dataset. Energies are from the ωB97M-V functional and the def2-TZVPD basis.

Results
SMILES string   CS[C@@]1(C)CCC1=O
Orbital gap   0.336 Eh
Relative energy (zero: lowest compared OMol25 entry of this formula, charge and spin)   302.3 kJ/mol

Cartesian coordinates (Å):
C  -0.2462  -0.6777  1.5175
C  -2.3980  0.9068  -0.3525
H  1.3835  0.3507  -2.0714
H  3.1543  0.1934  -1.1868
H  -2.2232  2.1433  -0.4379
H  1.8816  -1.5128  0.4430
S  -1.2647  -0.2974  -0.8742
H  -0.8614  0.0828  2.0454
C  1.1844  1.0250  -0.0731
H  -1.1073  -1.5518  1.3657
H  1.3205  -2.1215  -1.1425
O  1.1084  2.2100  0.2694
C  0.1481  -0.2155  0.1253
H  -2.7408  0.8206  0.6698
H  0.5926  -1.0220  2.2140
C  1.9516  0.1370  -1.0132
C  1.3707  -1.1722  -0.4527
H  -3.2540  0.7013  -1.0458

***

Entry 2:
Here is a structure of composition C57H46BF2N3OP3SSiV from the OMol25 dataset. Energies are from the ωB97M-V functional and the def2-TZVPD basis.

Results
Orbital gap (spin up / spin down)   0.219 / 0.225 Eh
Relative energy (zero: lowest compared OMol25 entry of this formula, charge and spin)   0.0 kJ/mol
Total charge   -1
<S²>   3.777
Spin multiplicity   4

Cartesian coordinates (Å):
C  3.1949  2.0798  0.8855
C  4.3990  1.6413  1.4461
C  3.0801  -4.3235  -1.2944
H  1.4035  -7.1547  2.4352
C  -2.7513  -1.8413  -2.2598
C  1.1367  -5.4324  1.1858
H  4.2768  5.1119  -0.2149
H  3.4237  -2.9798  3.4282
H  2.7861  -1.8380  1.3187
C  0.7595  -6.3174  2.1899
N  -4.3353  -0.0443  0.0190
C  2.2185  -0.0258  2.2952
H  0.4695  2.3067  -1.8853
H  -4.2040  -3.0321  -3.2889
H  2.2650  3.7325  -0.1016
B  -2.1809  1.2483  3.4039
H  -5.4896  4.8058  2.0158
C  -1.8270  1.2787  -1.9247
H  -1.8824  5.9165  4.0275
C  -5.8773  -1.6943  -0.0237
H  3.4105  -4.0861  -0.2879
C  -2.3869  5.3892  3.2270
F  -1.0966  1.8495  4.0014
H  -6.7221  -2.2945  -0.3201
H  -3.3110  -0.9349  -2.4268
H  4.9987  -5.0987  -1.8521
C  2.4782  -0.9322  -3.3052
C  1.2685  4.1779  -2.5134
H  1.9618  6.1763  -2.9038
C  3.5459  -0.7457  -2.4393
H  -3.2538  2.0673  -4.9231
H  -1.8440  0.3567  -3.8694
C  1.1849  -0.6666  -2.8744
H  3.2218  -1.7888  5.5897
H  -3.0383  -5.1707  -2.7986
C  -1.6620  4.5838  2.3640
H  2.3159  0.5116  5.6445
P  1.6870  0.9533  0.8332
C  3.3197  -0.2385  -1.1685
C  0.5328  3.3647  -1.6693
N  -2.1629  -0.0240  2.8482
C  1.7616  -4.0323  -1.6692
F  -3.2780  2.0336  3.4443
C  -2.2955  3.9002  1.3244
H  -3.3712  -0.6691  1.7309
H  4.3119  -5.5795  -4.1896
C  0.7445  6.0653  -1.1376
V  -0.6509  0.7186  1.3842
C  0.3205  -4.3583  0.8354
C  -3.7638  5.4968  3.0809
C  2.0262  0.0651  -0.7465
C  -3.2764  -3.0339  -2.7276
H  0.3538  -0.8602  -3.5486
H  4.4556  0.6779  1.9316
P  0.7469  -3.0804  -0.4336
H  -5.7842  0.0064  -1.4882
Si  -0.8983  -0.0616  -0.8890
H  6.4627  2.0533  1.8298
H  1.7663  3.7445  -3.3732
H  2.0170  -5.0017  -4.9202
C  2.3202  -4.8250  -3.8943
C  2.9411  -1.2933  4.6681
C  -4.4094  4.7698  2.0930
C  2.0707  0.6255  3.5169
H  0.4225  -4.0141  -3.3494
C  3.9882  -4.8838  -2.1807
H  4.5530  -0.9916  -2.7552
H  1.6739  1.6340  3.5441
H  0.8317  7.1232  -0.9162
C  5.5434  2.4247  1.3919
H  -0.5393  5.6993  0.5284
C  -5.4002  -0.5137  -0.6211
P  -1.2897  2.7228  0.3495
C  -0.0230  5.2516  -0.3083
H  6.4122  4.2793  0.7380
C  -2.1889  1.1957  -3.2735
H  2.0675  -5.6033  0.6621
C  -1.4562  -4.2018  -1.7228
H  4.1607  -0.0809  -0.5041
H  -3.9911  4.0447  -3.6191
H  -1.4903  -3.3122  1.3332
C  3.0635  -1.9574  3.4521
C  -3.6824  3.9674  1.2250
C  -0.8610  -4.1663  1.5585
H  -2.1601  -4.8799  3.1016
C  -2.9681  3.4282  -1.8399
C  0.9205  -0.1767  -1.5921
C  -3.3814  3.2781  -3.1535
C  -0.1347  3.8869  -0.5547
C  -2.6305  -4.2281  -2.4510
C  -5.0207  -1.8989  1.0395
C  -1.5489  -1.7713  -1.5393
C  -0.8885  -2.9979  -1.2903
C  5.5153  3.6725  0.7850
C  4.3243  4.1341  0.2504
H  -4.3352  6.1158  3.7613
C  -2.9688  2.1692  -3.8817
C  -2.2121  2.4318  -1.2248
C  2.7089  -1.3255  2.2715
C  1.3826  5.5368  -2.2482
C  -0.4316  -6.1346  2.8750
C  1.4119  -4.2706  -2.9997
N  -4.1186  -0.9040  1.0198
H  -3.2139  4.3377  -1.3045
C  3.6073  -5.1444  -3.4905
H  -0.7310  -6.8346  3.6461
C  3.1808  3.3477  0.3061
H  -0.5946  4.4566  2.5096
H  2.6489  -1.3130  -4.3060
S  -0.8952  -1.0925  3.2679
C  2.4410  -0.0013  4.6993
H  -4.9911  -2.6686  1.7943
O  -0.2144  -1.1971  1.8237
H  -0.9541  -5.1350  -1.4932
C  -1.2355  -5.0460  2.5614
H  -4.1920  3.3578  0.4888

***

Entry 3:
Here is a cluster of 2 separate species, C2H5N4P in total from the OMol25 dataset. Energies are from the ωB97M-V functional and the def2-TZVPD basis.

Results
Orbital gap   0.327 Eh
Relative energy (zero: lowest compared OMol25 entry of this formula, charge and spin)   200.2 kJ/mol

Cartesian coordinates (Å):
H  2.7480  -0.3535  1.6578
N  -0.7565  1.7440  0.8411
N  -1.7905  -1.0539  -1.1631
P  1.5681  0.4766  1.2351
N  1.5884  -1.8837  -0.5347
H  -2.3197  -1.6002  -0.5328
H  2.4410  1.3653  0.5323
C  1.4795  -0.8140  -0.1172
C  -1.2057  0.0085  -0.6806
H  -1.4136  -1.5572  -1.9676
H  -1.1038  2.6431  0.7827
N  -1.2351  1.0251  -0.0531

***

Entry 4:
Here is a cluster of 3 separate species, C36H58F2IN4O6 in total from the OMol25 dataset. Energies are from the ωB97M-V functional and the def2-TZVPD basis.

Results
Orbital gap   0.196 Eh
Total charge   +1

Cartesian coordinates (Å):
H  -5.0141  -3.0035  2.3678
H  -8.0420  -4.3034  0.1452
O  0.3817  -5.5999  3.1098
C  5.0803  8.3649  -3.0341
H  -6.6523  -2.8425  3.0240
N  2.5575  -0.5397  -2.6783
C  3.5615  -0.2550  1.6933
H  0.5190  -1.4650  -1.0482
H  2.1053  2.0162  -2.9614
H  3.7223  8.3076  -4.7589
H  0.0140  -5.8251  -1.8153
H  -9.4563  0.8530  2.9291
H  2.5860  7.3684  -3.1660
C  -9.1029  -0.0755  3.3877
C  -6.0301  -2.6751  2.1422
H  5.2845  9.0518  -5.0216
H  3.5524  5.9985  -4.8873
C  2.3633  6.3110  -1.3467
H  4.9544  5.3985  -3.9483
C  0.7519  -5.0281  0.6723
H  2.3593  -3.9346  3.4774
H  -1.2834  -4.8263  1.1822
C  2.3547  -1.9478  -2.8008
H  -8.3418  -3.8657  1.8122
H  3.8847  -3.2746  -2.1811
C  2.9546  7.4604  -2.1370
H  4.4925  -2.7931  0.4431
H  -1.4114  -5.3668  -2.7208
H  -0.8842  -3.4364  -1.4553
C  -7.0242  1.0947  3.1924
H  -8.9197  -2.1449  2.9895
H  3.3553  -0.4185  -2.0603
N  4.4079  7.5004  -2.0606
C  2.6285  1.3789  3.2030
C  -8.5734  -2.2650  0.3277
H  6.1536  8.2193  -2.8946
H  2.1489  2.3304  3.3585
H  -0.2875  -4.9953  3.4699
H  -7.7964  -0.6433  1.2660
H  1.2773  6.4340  -1.3421
C  1.4498  0.1812  -2.0832
C  -0.5392  0.3487  -0.7139
H  2.6901  0.8414  5.2776
H  3.2683  -2.1739  -0.9152
C  1.9987  -3.9331  -1.3443
N  -8.7062  -1.0678  1.1586
O  -6.4780  -3.4232  1.0287
H  4.8893  5.1603  -5.6919
H  0.2854  3.3608  -1.9869
H  3.7606  -1.3182  4.8969
H  2.7388  -5.2527  0.1326
C  3.5316  -0.6956  4.0438
C  4.6361  5.8543  -4.8905
C  4.0547  -3.2453  1.3233
H  3.5080  3.2472  -1.6753
H  4.4002  -3.0582  3.4651
C  3.8458  -1.1146  2.7521
H  -1.2801  -0.1386  -0.0978
C  0.3380  2.3038  -1.7746
C  1.3661  1.5504  -2.3300
H  4.6249  4.6044  -1.5577
H  -10.3892  -1.4108  2.3420
H  1.0133  -3.6046  -1.6454
H  -1.4333  2.2844  -0.5375
C  2.5609  -3.4554  1.2028
H  2.7032  6.3243  -0.3062
C  -9.3122  -1.2625  2.4691
C  3.0024  -2.8282  -1.7329
H  -9.5776  -2.5580  0.0041
N  1.0778  -4.8899  2.1605
H  5.5785  -2.2904  2.4516
C  2.9545  0.9770  1.9107
C  -0.5827  -4.3264  0.5153
C  -7.8865  -3.5109  0.8803
H  -6.1327  1.2733  3.7925
C  -1.2136  -4.2948  -0.8839
C  2.0455  -4.4078  0.1145
H  2.2166  -4.7973  -1.9600
H  2.7223  1.6172  1.0745
H  3.4934  4.2665  -0.2214
H  -1.6124  -6.3735  -1.3079
H  4.8682  9.4028  -2.7567
H  2.5543  8.3941  -1.7292
C  -1.0327  -5.5547  -1.7224
C  2.9301  0.5427  4.2701
H  -5.9852  -1.6074  1.9147
C  -0.6282  1.7144  -0.9683
C  4.5097  -2.4593  2.5647
O  1.7265  -2.4096  -3.6948
H  -6.6985  0.8270  2.1806
H  -7.6056  2.0191  3.1440
F  1.7988  -2.2936  1.1135
H  3.7888  -0.5398  0.6741
H  -8.0325  -1.9650  -0.5730
F  0.7055  -6.3537  0.4637
C  0.4948  -0.4064  -1.2643
H  4.4823  -4.2463  1.3867
C  3.6135  4.2670  -1.3094
I  -3.3225  -3.9357  -0.6067
O  5.3279  7.0591  -5.1403
C  4.7903  8.2141  -4.5252
H  -0.4953  -3.3054  0.8749
H  -9.6952  -0.2449  4.2899
O  2.6164  5.0409  -1.9410
H  4.7788  6.5656  -2.1489
C  2.0192  -4.1093  2.4713
O  -7.7522  0.0581  3.8170

***

Entry 5:
Here is a cluster of 3 separate species, C4H13N5 in total from the OMol25 dataset. Energies are from the ωB97M-V functional and the def2-TZVPD basis.

Results
Orbital gap (spin up / spin down)   0.287 / 0.286 Eh
Relative energy (zero: lowest compared OMol25 entry of this formula, charge and spin)   522.3 kJ/mol

Cartesian coordinates (Å):
N  -2.3902  0.1207  -0.4894
H  2.9574  -0.7246  -1.0638
H  -1.0841  -0.1818  -2.0079
H  1.6816  1.5505  -1.0174
H  3.5602  -0.1960  0.5263
H  0.4573  1.7548  0.2471
H  2.1802  1.8682  0.6585
H  2.7284  -1.7593  0.3628
N  -2.6377  -1.1848  -0.5101
H  -1.6341  1.4720  1.3455
H  -0.3549  0.4084  1.9685
H  -1.7580  -1.7751  -0.5677
H  -3.1838  -1.4278  0.3077
N  1.4835  -0.0730  0.3329
C  0.3883  -0.8360  0.1183
C  2.7540  -0.7279  0.0157
N  -0.0615  -1.8608  -0.2680
H  -1.5491  1.4878  -1.6212
C  1.4446  1.3526  0.0370
H  -1.9861  -0.2119  1.8537
N  -1.7279  0.4952  -1.6051
C  -1.2682  0.4489  1.3766